1.
ORCA calculation (ωB97M-V/def2-TZVPD) on 2 unconnected molecules or ions with the total composition C5H10N in a non-equilibrium geometry.

Results
- HOMO energy (hartree) = -0.515
- energy relative to the best compared isomer or geometry (same formula, charge and spin) (kJ/mol) = 516.4
- gap between HOMO and LUMO (eV) = 9.9

The geometry in ORCA input format:
```
! RIJCOSX wB97M-V def2-TZVPD def2/J DEFGRID3
* xyz 1 1
C -0.335 -2.163 -2.485
C -0.341 -0.936 -2.078
C -1.117 0.412 0.823
C -0.078 -0.429 0.144
C 1.077 1.623 1.341
N 0.121 1.005 0.421
H -0.223 -2.519 -3.457
H -0.701 -3.009 -1.955
H -0.033 -0.051 -2.575
H -2.029 0.551 0.163
H -1.415 0.116 1.781
H 0.485 -1.320 0.500
H 0.614 2.516 1.839
H 1.210 0.928 2.097
H 2.052 1.858 0.874
H -0.044 1.517 -0.460
*
```

=====

2.
ORCA calculation (ωB97M-V/def2-TZVPD) on 2 unconnected molecules or ions with the total composition C3H6O2 in a non-equilibrium geometry.

Results
- HOMO energy (hartree) = -0.337
- energy relative to the best compared isomer or geometry (same formula, charge and spin) (kJ/mol) = 336.2
- gap between HOMO and LUMO (eV) = 9.2

The geometry in ORCA input format:
```
! RIJCOSX wB97M-V def2-TZVPD def2/J DEFGRID3
* xyz 0 1
C 0.901 1.545 -0.724
C -0.186 0.955 -0.046
O -0.501 1.072 1.276
H 0.999 1.679 -1.845
H 1.561 2.262 -0.137
H -0.862 0.322 -0.670
H 0.318 0.973 1.791
C -0.634 -2.086 0.025
O 0.525 -2.319 -0.473
H -0.639 -1.661 1.010
H -1.483 -2.742 -0.206
*
```

=====

3.
ORCA calculation (ωB97M-V/def2-TZVPD) on 4 unconnected molecules or ions with the total composition C12H35BBrN4O7P2 in a non-equilibrium geometry.

Results
- HOMO energy (hartree) = -0.415
- gap between HOMO and LUMO (eV) = 8.6

The geometry in ORCA input format:
```
! RIJCOSX wB97M-V def2-TZVPD def2/J DEFGRID3
* xyz 1 1
C -4.224 -1.526 -3.670
C -2.997 -1.032 -2.819
O -3.368 -0.753 -1.444
B -2.629 0.346 -0.917
O -3.187 1.641 -1.175
C -1.285 0.171 -0.042
N -1.635 0.791 1.239
N -1.178 -1.313 0.274
C 0.247 -1.577 0.731
P 1.000 -3.275 0.354
O 0.265 -3.793 -1.076
Br 3.219 -3.085 -0.115
C 1.051 -0.253 0.347
C 0.129 0.515 -0.702
C 0.214 0.131 -2.221
C 1.657 -0.002 -2.772
C 1.985 0.729 -4.137
N 2.584 -0.682 -2.225
P 0.662 2.358 -0.543
N -0.525 3.405 -1.284
O 0.625 2.798 1.098
H -3.915 -2.406 -4.282
H -4.489 -0.721 -4.398
H -5.109 -1.783 -3.052
H -2.213 -1.837 -2.786
H -2.584 -0.099 -3.269
H -3.872 1.726 -0.491
H -0.974 0.580 1.980
H -1.822 1.782 1.160
H -1.834 -1.522 1.034
H -1.268 -1.867 -0.585
H 0.126 -1.639 1.844
H 0.682 -4.652 -1.285
H 2.137 -0.338 0.149
H 1.032 0.302 1.324
H -0.324 -0.831 -2.396
H -0.261 0.973 -2.788
H 2.418 1.739 -3.968
H 2.795 0.122 -4.617
H 1.123 0.714 -4.839
H 3.446 -0.619 -2.773
H -1.404 3.381 -0.765
H -0.658 3.217 -2.272
H -0.137 3.368 1.293
C -0.086 4.157 4.615
O -0.947 4.471 3.516
H -0.317 3.151 4.963
H 0.952 4.199 4.297
H -0.252 4.866 5.429
H -0.727 5.360 3.228
C 0.245 -7.543 0.537
O 1.070 -6.918 -0.444
H -0.168 -6.772 1.186
H -0.574 -8.079 0.051
H 0.837 -8.237 1.136
H 1.425 -7.612 -1.005
C 4.125 4.199 4.905
O 2.830 3.702 5.232
H 4.277 5.141 5.428
H 4.891 3.487 5.219
H 4.199 4.371 3.827
H 2.717 2.872 4.761
*
```

=====

4.
ORCA calculation (ωB97M-V/def2-TZVPD) on 2 unconnected molecules or ions with the total composition C5H17N2.

Results
- HOMO energy (hartree) = -0.463
- energy relative to the best compared isomer or geometry (same formula, charge and spin) (kJ/mol) = 116.0
- gap between HOMO and LUMO (eV) = 9.3

The geometry in ORCA input format:
```
! RIJCOSX wB97M-V def2-TZVPD def2/J DEFGRID3
* xyz 1 1
C -0.997 -1.419 -2.240
C 0.405 -1.427 -1.656
N 0.981 -0.100 -1.693
C 2.165 0.104 -0.887
H -1.443 -2.412 -2.217
H -0.973 -1.061 -3.266
H -1.662 -0.742 -1.689
H 1.046 -2.103 -2.226
H 0.387 -1.838 -0.630
H 0.309 0.648 -1.605
H 2.344 1.168 -0.748
H 2.089 -0.343 0.131
H 3.036 -0.351 -1.348
C -0.483 1.582 2.871
C -1.065 1.307 1.502
N -0.643 -0.066 1.030
H -0.767 2.576 3.214
H -0.867 0.884 3.620
H 0.612 1.524 2.868
H -2.152 1.322 1.469
H -0.665 2.005 0.767
H 0.361 -0.137 0.834
H -1.129 -0.340 0.171
H -0.888 -0.778 1.726
*
```

=====

5.
ORCA calculation (ωB97M-V/def2-TZVPD) on a molecular structure, C41H37BrNO6PSTa.

Results
- HOMO energy (spin up / spin down) (hartree) = -0.470 / -0.471
- energy relative to the best compared isomer or geometry (same formula, charge and spin) (kJ/mol) = 326.6
- gap between HOMO and LUMO (spin up / spin down) (eV) = 5.8 / 5.5

The geometry in ORCA input format:
```
! RIJCOSX wB97M-V def2-TZVPD def2/J DEFGRID3
* xyz 2 2
Ta -0.063 -0.751 0.453
C 4.809 -2.502 0.567
C 3.712 -1.450 0.387
C 2.933 -1.267 1.678
C 2.825 -1.871 -0.788
C 3.525 -1.702 -2.149
O 2.733 -0.692 -2.833
C 1.709 -0.382 -2.079
N 1.631 -0.999 -0.932
C 0.822 0.675 -2.598
C 1.449 1.722 -3.269
C 0.705 2.781 -3.767
C -0.672 2.782 -3.625
C -1.310 1.726 -2.984
C -0.579 0.671 -2.458
P -1.417 -0.776 -1.711
C -3.154 -0.401 -1.451
C -4.137 -1.313 -1.833
C -5.466 -1.047 -1.537
C -5.810 0.114 -0.859
C -4.829 1.015 -0.466
C -3.500 0.759 -0.754
C -1.253 -2.044 -2.987
C -1.912 -1.834 -4.200
C -1.747 -2.738 -5.234
C -0.921 -3.844 -5.069
C -0.259 -4.049 -3.868
C -0.424 -3.148 -2.824
H 5.465 -2.234 1.394
H 5.432 -2.610 -0.322
H 4.369 -3.476 0.792
H 4.171 -0.492 0.116
H 2.384 -2.168 1.960
H 2.241 -0.411 1.645
H 3.607 -1.028 2.502
H 2.491 -2.899 -0.631
H 3.534 -2.590 -2.776
H 4.535 -1.310 -2.049
H 2.523 1.708 -3.393
H 1.204 3.594 -4.276
H -1.260 3.597 -4.023
H -2.389 1.723 -2.911
H -3.874 -2.220 -2.361
H -6.231 -1.749 -1.839
H -6.849 0.318 -0.636
H -5.098 1.918 0.065
H -2.739 1.463 -0.438
H -2.553 -0.971 -4.336
H -2.261 -2.581 -6.172
H -0.796 -4.549 -5.880
H 0.380 -4.913 -3.741
H 0.088 -3.309 -1.885
C 1.591 5.918 -0.132
O 0.319 5.885 0.497
C -0.191 4.684 0.832
C -1.420 4.701 1.504
C -2.015 3.524 1.896
C -1.410 2.306 1.623
C -1.634 0.133 2.815
C -2.838 -0.388 3.572
O -1.095 -0.944 2.012
C -0.209 2.291 0.939
O 0.371 1.073 0.644
C 0.420 3.469 0.553
H 1.824 6.966 -0.288
H 1.564 5.404 -1.097
H 2.355 5.465 0.505
H -1.875 5.657 1.722
H -2.949 3.528 2.440
H -3.693 -0.391 2.898
H -3.058 0.264 4.415
H -2.655 -1.399 3.931
H 1.365 3.400 0.035
S 0.140 -4.501 0.899
C 0.115 -3.016 0.638
Br 4.195 -2.641 5.833
C 2.713 -1.646 5.234
C 1.560 -2.312 4.843
C 0.490 -1.585 4.350
C 0.561 -0.193 4.269
C 1.710 0.460 4.716
C 2.793 -0.261 5.185
C -0.561 0.671 3.803
O -0.687 1.808 4.175
O -2.095 1.134 1.936
H 1.502 -3.388 4.933
H -0.408 -2.108 4.053
H 1.743 1.541 4.685
H 3.689 0.243 5.519
*
```

=====

6.
ORCA calculation (ωB97M-V/def2-TZVPD) on a molecular structure, C3H4IN in a non-equilibrium geometry.

Results
- HOMO energy (spin up / spin down) (hartree) = -0.297 / -0.288
- energy relative to the best compared isomer or geometry (same formula, charge and spin) (kJ/mol) = 627.6
- gap between HOMO and LUMO (spin up / spin down) (eV) = 6.9 / 6.4

The geometry in ORCA input format:
```
! RIJCOSX wB97M-V def2-TZVPD def2/J DEFGRID3
* xyz 0 1
C 0.244 -0.118 -1.192
C 0.870 -1.436 1.155
C 0.202 0.544 0.028
N 0.353 -0.386 1.059
I -1.207 0.665 3.006
H 0.248 0.579 -2.117
H 1.212 -2.316 1.639
H 0.484 1.596 0.307
H -0.733 0.958 -0.205
*
```